# 1
This record from the OMol25 dataset describes C7H6MnNO6 as an isolated structure in a non-equilibrium geometry. The level of theory is the ωB97M-V functional and the def2-TZVPD basis.

energy relative to the best compared isomer or geometry (same formula, charge and spin) = 6.889 eV
LUMO energy (alpha / beta) = -15.5 / -17.3 eV
expectation value of S² = 3.81
E_HOMO (alpha / beta) = -0.8535 / -0.8733 hartree
net charge = +3
multiplicity = 4

Structure (XYZ):
```
21
Properties=species:S:1:pos:R:3:nbo_charge:R:1
O 0.692 -0.326 -2.194 -0.25
C 0.071 -0.435 -1.132 0.44
Mn 0.073 0.817 -0.220 -0.03
C -0.513 0.428 1.400 0.60
O -0.836 0.681 2.501 -0.21
C -0.545 -2.024 -0.962 0.42
O -1.126 -2.733 0.070 -0.17
C 1.451 1.669 -0.247 0.58
O 2.197 2.479 0.019 -0.13
C -1.417 1.525 -0.855 0.64
O -2.353 2.124 -1.104 -0.17
H -0.536 -2.623 -1.759 0.27
C 3.016 -2.018 2.856 -0.72
C 1.855 -1.945 1.954 0.66
N 0.784 -2.768 2.287 -0.65
O 1.821 -1.138 0.936 -0.14
H 2.753 -1.676 3.870 0.33
H 3.819 -1.379 2.466 0.30
H 3.385 -3.049 2.938 0.34
H 0.033 -2.856 1.649 0.43
H 0.941 -3.387 3.036 0.47
```

# 2
This record from the OMol25 dataset describes one molecule with the formula C7H6N2 in a non-equilibrium geometry. The level of theory is the ωB97M-V functional and the def2-TZVPD basis.

energy relative to the best compared isomer or geometry (same formula, charge and spin) = 1.300 eV
LUMO energy = 0.9 eV
E_HOMO = -0.3138 hartree
structure (SMILES) = c1ccc2[nH]cnc2c1
multiplicity = 1

Structure (XYZ):
```
15
Properties=species:S:1:pos:R:3:nbo_charge:R:1
C 1.926 -0.722 0.172 -0.24
C 1.823 0.696 -0.090 -0.21
C 0.620 1.355 -0.120 -0.26
C -0.492 0.552 0.009 0.10
N -1.816 0.910 0.088 -0.52
C -2.512 -0.231 -0.092 0.21
N -1.793 -1.259 -0.057 -0.44
C -0.503 -0.880 -0.036 0.08
C 0.817 -1.515 -0.048 -0.19
H 3.050 -1.147 0.183 0.22
H 2.825 1.002 -0.043 0.22
H 0.718 2.401 -0.216 0.22
H -2.142 1.805 0.290 0.41
H -3.444 -0.265 0.192 0.18
H 0.921 -2.704 -0.232 0.23
```

# 3
This record from the OMol25 dataset describes C7H6N2S as an isolated structure in a non-equilibrium geometry. The level of theory is the ωB97M-V functional and the def2-TZVPD basis.

energy relative to the best compared isomer or geometry (same formula, charge and spin) = 1.698 eV
LUMO energy = -1.1 eV
E_HOMO = -0.3340 hartree
multiplicity = 1

Structure (XYZ):
```
16
Properties=species:S:1:pos:R:3:nbo_charge:R:1
C 0.914 0.856 0.299 -0.24
C -0.367 1.082 -0.068 -0.14
C 1.388 -0.501 0.257 -0.10
C -1.260 -0.005 -0.415 -0.30
C 0.521 -1.475 -0.043 0.05
C -0.894 -1.355 -0.094 0.15
C -0.162 -3.379 0.112 0.22
N 0.966 -2.816 0.031 -0.42
N -1.389 -2.532 0.041 -0.42
S -3.116 0.785 0.039 -0.11
H 1.566 1.664 0.535 0.22
H -0.765 2.026 -0.150 0.22
H 2.441 -0.656 0.229 0.23
H -1.571 0.063 -1.487 0.30
H -0.302 -4.378 0.392 0.18
H -3.227 1.772 -1.007 0.14
```

# 4
This record from the OMol25 dataset describes an isolated ion of composition C7H6N3O and charge +1 in a non-equilibrium geometry. The level of theory is the ωB97M-V functional and the def2-TZVPD basis.

energy relative to the best compared isomer or geometry (same formula, charge and spin) = 0.000 eV
LUMO energy (alpha / beta) = -7.0 / -7.2 eV
E_HOMO (alpha / beta) = -0.4910 / -0.4879 hartree
net charge = +1
multiplicity = 1

Structure (XYZ):
```
17
Properties=species:S:1:pos:R:3:nbo_charge:R:1
C -3.296 -0.386 0.058 0.06
C -1.521 0.547 -1.045 0.09
C -2.396 -1.078 0.881 0.03
C -0.588 0.031 -0.048 0.23
C 1.846 0.123 -0.011 0.00
C 2.241 -1.164 -0.221 0.87
C 2.957 1.115 0.210 -0.63
N -2.774 0.345 -0.892 -0.34
N 0.608 0.540 -0.001 -0.17
N -1.122 -0.825 0.823 -0.37
O 2.629 -2.204 -0.473 -0.23
H -4.366 -0.406 0.185 0.23
H -1.156 1.031 -1.935 0.22
H -2.729 -1.774 1.637 0.23
H 2.568 2.111 0.009 0.28
H 3.817 0.915 -0.426 0.25
H 3.281 1.080 1.251 0.26
```

# 5
This record from the OMol25 dataset describes a 2-piece molecular cluster, C7H6NO2 overall in a non-equilibrium geometry. The level of theory is the ωB97M-V functional and the def2-TZVPD basis.

energy relative to the best compared isomer or geometry (same formula, charge and spin) = 2.583 eV
LUMO energy = 3.7 eV
E_HOMO = -0.1633 hartree
net charge = -1
multiplicity = 1

Structure (XYZ):
```
16
Properties=species:S:1:pos:R:3:nbo_charge:R:1
C -0.621 1.263 -0.554 0.44
C 0.744 1.486 2.342 -0.34
C 1.255 2.006 1.387 -0.06
C 2.038 2.749 0.339 0.70
C -0.170 -1.214 -1.337 -0.39
C -0.481 -1.326 0.130 -0.39
C -0.470 -0.012 -0.529 -0.30
N -0.910 2.435 -0.677 -0.66
O 1.422 3.694 -0.202 -0.76
O 3.203 2.378 0.178 -0.70
H -0.136 3.123 -0.522 0.43
H 0.249 0.994 3.133 0.21
H 0.851 -1.366 -1.666 0.21
H -0.909 -1.555 -2.056 0.19
H -1.442 -1.743 0.419 0.19
H 0.321 -1.567 0.816 0.21
```

# 6
This record from the OMol25 dataset describes C7H6NO7Pb as an isolated structure in a non-equilibrium geometry. The level of theory is the ωB97M-V functional and the def2-TZVPD basis.

energy relative to the best compared isomer or geometry (same formula, charge and spin) = 0.214 eV
LUMO energy = -3.4 eV
E_HOMO = -0.3826 hartree
net charge = +1
multiplicity = 1

Structure (XYZ):
```
22
Properties=species:S:1:pos:R:3:nbo_charge:R:1
O 0.023 5.007 -5.432 -0.48
C 0.016 4.148 -4.690 0.48
Pb 0.305 0.512 -1.268 0.83
O -0.432 3.455 0.770 -0.42
C -0.053 2.694 0.005 0.54
C -0.139 -1.951 -2.319 0.47
O -0.267 -2.964 -2.830 -0.47
C 2.833 0.915 -1.510 0.54
O 3.959 1.085 -1.430 -0.41
C -2.317 0.657 -1.271 0.55
O -3.379 0.847 -0.896 -0.43
H -0.051 -0.163 -2.902 -0.34
N 0.558 -2.176 2.894 -0.67
C -0.578 -1.220 2.730 -0.33
C -0.390 -0.610 1.366 0.75
O -1.128 0.373 1.035 -0.72
O 0.530 -1.128 0.644 -0.77
H 0.672 -2.770 2.054 0.47
H 0.438 -2.786 3.704 0.44
H 1.445 -1.675 3.045 0.45
H -1.519 -1.782 2.779 0.26
H -0.525 -0.467 3.522 0.25
```

# 7
This record from the OMol25 dataset describes C7H6NO7Tc as an isolated structure in a non-equilibrium geometry. The level of theory is the ωB97M-V functional and the def2-TZVPD basis.

energy relative to the best compared isomer or geometry (same formula, charge and spin) = 1.545 eV
LUMO energy (alpha / beta) = -14.3 / -15.7 eV
expectation value of S² = 3.78
E_HOMO (alpha / beta) = -0.7283 / -0.8220 hartree
net charge = +3
multiplicity = 4

Structure (XYZ):
```
22
Properties=species:S:1:pos:R:3:nbo_charge:R:1
O -2.879 4.099 -1.496 -0.28
C -2.368 3.070 -1.488 0.64
Tc -0.254 -1.460 -1.395 0.65
O -2.957 -0.448 -0.128 -0.27
C -1.947 -0.726 -0.618 0.49
C -0.298 -2.689 0.083 0.58
O -0.326 -3.432 0.976 -0.21
C 1.337 -2.556 -2.053 0.57
O 2.227 -3.196 -2.411 -0.21
C -1.352 -2.462 -2.647 0.55
O -2.014 -3.066 -3.385 -0.17
H -1.591 1.453 -1.450 0.18
N 1.193 1.653 2.580 -0.66
C 1.777 1.311 1.259 -0.34
C 0.809 0.308 0.660 0.78
O -0.176 -0.024 1.337 -0.62
O 1.111 -0.114 -0.524 -0.64
H 0.365 2.246 2.439 0.45
H 1.847 2.163 3.175 0.47
H 0.874 0.792 3.051 0.47
H 1.857 2.206 0.640 0.28
H 2.766 0.872 1.395 0.29
```

# 8
This record from the OMol25 dataset describes a 2-piece molecular cluster, C7H6O2 overall in a non-equilibrium geometry. The level of theory is the ωB97M-V functional and the def2-TZVPD basis.

energy relative to the best compared isomer or geometry (same formula, charge and spin) = 4.701 eV
LUMO energy = 0.3 eV
E_HOMO = -0.3447 hartree
multiplicity = 1

Structure (XYZ):
```
15
Properties=species:S:1:pos:R:3:nbo_charge:R:1
C -2.813 0.007 -0.130 0.65
C -0.503 0.053 -0.278 0.28
C 0.145 -1.268 -0.181 -0.25
C 1.486 -1.219 0.116 -0.21
C 2.073 0.019 0.179 -0.22
C 1.454 1.264 0.143 -0.21
C 0.043 1.340 0.036 -0.24
H -3.769 -0.472 -1.212 0.16
H -0.552 -2.214 0.180 0.26
H 2.064 -2.027 0.305 0.22
H 3.292 -0.240 0.295 0.22
H 2.103 2.268 0.069 0.24
H -0.550 2.367 0.102 0.26
O -2.674 -0.044 1.266 -0.64
O -1.800 0.168 -0.891 -0.50
```

# 9
This record from the OMol25 dataset describes a 2-piece molecular cluster, C7H6O3S overall in a non-equilibrium geometry. The level of theory is the ωB97M-V functional and the def2-TZVPD basis.

energy relative to the best compared isomer or geometry (same formula, charge and spin) = 2.368 eV
LUMO energy (alpha / beta) = -0.2 / 0.1 eV
E_HOMO (alpha / beta) = -0.2567 / -0.2523 hartree
multiplicity = 1

Structure (XYZ):
```
17
Properties=species:S:1:pos:R:3:nbo_charge:R:1
C 0.602 -2.596 1.202 -0.32
C -0.004 -1.816 0.241 -0.28
C 0.764 -1.732 2.261 0.08
C -0.263 -0.595 0.790 0.22
C 2.015 1.681 -1.248 1.02
C -1.858 2.114 -1.769 -0.77
C -0.853 0.539 0.202 -0.47
O 2.489 2.539 -1.816 -0.50
O 0.316 -0.432 2.005 -0.41
O 1.470 0.727 -0.866 -0.53
S -1.599 0.559 -1.326 0.61
H 0.806 -3.593 0.919 0.24
H -0.358 -2.123 -0.853 0.23
H 1.117 -1.784 3.289 0.20
H -1.549 2.823 -1.063 0.21
H -2.099 2.292 -2.798 0.23
H -0.996 1.398 0.828 0.23
```

# 10
This record from the OMol25 dataset describes an isolated ion of composition C7H6O5S2 and charge -2 in a non-equilibrium geometry. The level of theory is the ωB97M-V functional and the def2-TZVPD basis.

energy relative to the best compared isomer or geometry (same formula, charge and spin) = 4.911 eV
LUMO energy = 5.7 eV
E_HOMO = 0.0053 hartree
structure (SMILES) = O=S1([O-])(O)O/C([O-])=C/C=C\C=C/C1=S
net charge = -2
multiplicity = 1

Structure (XYZ):
```
20
Properties=species:S:1:pos:R:3:nbo_charge:R:1
O 2.137 -0.190 -1.898 -0.96
S 2.110 -0.341 -0.421 2.18
O 3.193 -0.079 0.528 -0.99
O 2.377 -2.142 -0.488 -0.97
O 1.510 1.688 -0.313 -0.76
C 0.305 2.036 0.010 0.80
O -0.304 2.993 -0.336 -0.71
C -0.412 1.075 1.079 -0.35
C -1.847 0.944 1.022 -0.18
C -2.369 0.404 -0.137 -0.26
C -1.719 -0.624 -0.965 -0.25
C -0.526 -1.133 -0.669 -0.27
C 0.304 -0.743 0.447 -0.30
S 0.414 -1.816 1.739 -0.40
H 3.165 -2.185 0.069 0.46
H 0.047 1.206 2.016 0.21
H -2.523 1.343 1.752 0.17
H -3.410 0.602 -0.243 0.17
H -2.316 -1.130 -1.908 0.17
H -0.135 -1.907 -1.287 0.22
```

# 11
This record from the OMol25 dataset describes one molecule with the formula C7H7BN2O2 in a non-equilibrium geometry. The level of theory is the ωB97M-V functional and the def2-TZVPD basis.

energy relative to the best compared isomer or geometry (same formula, charge and spin) = 0.000 eV
LUMO energy = 0.6 eV
E_HOMO = -0.3218 hartree
structure (SMILES) = OB(O)c1cccc2[nH]cnc12
multiplicity = 1

Structure (XYZ):
```
19
Properties=species:S:1:pos:R:3:nbo_charge:R:1
O -0.801 2.145 2.693 -0.89
B 0.095 1.369 1.986 1.10
O 1.502 1.470 2.250 -0.91
C -0.339 0.507 0.705 -0.36
C -1.679 0.404 0.429 -0.18
C -2.143 -0.204 -0.754 -0.22
C -1.302 -0.872 -1.620 -0.24
C 0.085 -0.921 -1.274 0.15
N 1.150 -1.532 -1.817 -0.54
C 2.225 -1.148 -1.048 0.21
N 1.891 -0.340 -0.050 -0.49
C 0.547 -0.219 -0.141 0.08
H -0.288 2.665 3.334 0.50
H 1.897 0.826 1.620 0.51
H -2.362 0.922 1.087 0.23
H -3.200 -0.256 -0.900 0.21
H -1.699 -1.296 -2.539 0.22
H 1.202 -2.121 -2.641 0.43
H 3.221 -1.399 -1.321 0.20
```

# 12
This record from the OMol25 dataset describes one molecule with the formula C7H7BN2O2 in a non-equilibrium geometry. The level of theory is the ωB97M-V functional and the def2-TZVPD basis.

energy relative to the best compared isomer or geometry (same formula, charge and spin) = 8.379 eV
LUMO energy (alpha / beta) = -0.3 / -1.9 eV
E_HOMO (alpha / beta) = -0.3184 / -0.3079 hartree
multiplicity = 1

Structure (XYZ):
```
19
Properties=species:S:1:pos:R:3:nbo_charge:R:1
B 2.212 -0.006 0.476 0.99
C -2.365 0.398 0.190 -0.23
C -1.677 1.087 1.176 -0.08
C -0.304 -1.446 -2.141 -0.22
C 0.664 0.295 0.513 -0.04
C -0.380 -0.625 -1.078 0.04
C -1.793 -0.410 -0.832 0.10
C -0.157 1.135 1.331 -0.60
N -1.597 -1.704 -2.553 -0.11
N -2.432 -1.174 -1.669 -0.31
O 2.724 -0.397 1.562 -0.87
O 2.823 0.231 -0.691 -0.89
H -3.448 0.586 0.177 0.24
H -2.117 1.739 1.907 0.21
H 0.469 -1.919 -2.657 0.22
H -0.026 2.106 1.103 0.26
H 0.128 1.053 2.491 0.25
H 3.603 -0.724 1.713 0.51
H 3.674 -0.227 -1.018 0.51
```